1.
{"formula": "C34H77AsCl4F6N3O18Zn", "method": "the ωB97M-V functional and the def2-TZVPD basis", "homo_ev": -11.53, "homo_lumo_gap_ha": 0.296, "charge": 1, "e_lumo_ev": -3.5, "relative_energy_ev": 0.0000, "fmax_ev_per_a": 3.2, "species": ["H", "C", "O", "As", "C", "C", "C", "C", "H", "N", "H", "H", "O", "H", "H", "H", "H", "H", "O", "H", "O", "O", "H", "H", "H", "H", "C", "C", "O", "O", "O", "C", "C", "O", "H", "H", "H", "H", "N", "H", "C", "O", "H", "C", "H", "H", "C", "H", "C", "F", "Cl", "H", "H", "H", "C", "Cl", "Cl", "H", "H", "C", "H", "Cl", "H", "C", "C", "C", "H", "C", "H", "O", "N", "H", "F", "H", "H", "H", "H", "C", "O", "H", "O", "O", "H", "O", "C", "H", "H", "H", "H", "H", "H", "H", "H", "H", "C", "F", "C", "H", "C", "C", "H", "C", "C", "H", "H", "C", "H", "H", "H", "H", "C", "H", "C", "H", "H", "O", "H", "H", "H", "H", "H", "O", "H", "C", "H", "F", "F", "H", "H", "C", "Zn", "H", "H", "H", "H", "H", "C", "H", "O", "F", "H", "H", "H", "C"], "positions_angstrom": [[4.9610, 9.2646, 4.4246], [-1.2231, -4.2050, -7.3632], [-2.3453, 4.3055, 0.2581], [0.0683, 0.6199, -1.0863], [0.6792, -2.3360, 2.8010], [-1.1370, -2.1058, -6.2252], [-1.9314, -5.4939, -0.1107], [4.6385, -1.1366, -1.7790], [5.5787, -0.6115, -1.9564], [3.1997, -0.2455, 1.9361], [-1.8036, -2.8178, 0.4894], [1.1448, -6.9107, 0.2823], [-3.1777, -4.7849, -2.8001], [2.0651, -2.4252, -4.4459], [0.3847, -0.2529, 2.3321], [4.3401, 6.7305, 4.3445], [-3.7678, -3.3163, -4.1968], [-1.5073, -5.1922, -6.9979], [3.6148, 4.7511, 2.8534], [-1.9386, 0.0892, -4.0182], [-0.8464, 2.0220, 5.2946], [2.4742, 5.6005, 1.0240], [-0.1370, -5.7399, 4.9027], [-5.0237, 5.3984, 2.4713], [-4.1518, 2.4980, 2.3538], [-3.5271, -3.5675, -1.2369], [1.0283, 2.9890, -4.7909], [2.7049, -5.4049, -0.0396], [1.7065, -3.9307, -3.0373], [-1.7047, -3.3229, -6.3666], [-1.5469, 3.3415, 3.6084], [-3.4598, 4.4960, -0.1988], [-2.8457, 4.3063, -2.4775], [3.9013, -0.6544, -0.6978], [-0.8428, -2.4359, -0.7165], [-0.7425, 3.1230, 1.6524], [-2.6277, -5.0312, 0.5903], [1.2498, -3.6833, 1.7805], [1.0167, -2.7529, 1.4489], [3.7696, 2.2476, 2.6977], [1.3018, -2.7254, -3.7300], [-4.5514, 4.6845, 0.5298], [5.0055, 1.1986, -0.4856], [-0.5961, 2.8024, 2.6826], [-0.7547, 3.9718, 7.6028], [5.0276, -2.1115, -1.4800], [-1.5272, -4.2986, -1.0174], [5.2266, 1.1871, 2.6641], [-1.8548, -3.9848, -8.7108], [-1.1396, 0.5482, 0.1857], [1.4822, 3.9888, -3.4017], [-1.8895, 3.8885, -2.1645], [-2.8974, -4.2999, -8.6852], [2.9237, 1.4039, 0.6488], [2.2174, -6.7635, 0.4109], [-4.2369, -0.1607, -2.4941], [-5.5997, 1.4052, -0.3683], [1.1043, -1.8924, -3.0550], [2.6375, 0.1792, 2.6644], [3.7246, 0.8306, 1.1150], [4.1107, 9.4812, 2.8482], [-0.4432, 3.5980, -5.5978], [-2.6971, 2.4122, 7.2082], [-0.0474, -3.5284, 3.4520], [0.1587, -5.8726, 3.8621], [2.1194, -3.9045, -1.7721], [0.3261, -2.9075, -4.1787], [4.4801, 1.7116, 2.0677], [4.9637, 2.5118, 1.5056], [-2.4785, 3.6647, 5.4942], [-1.0967, -3.2117, -0.1184], [-0.2483, -3.3270, 4.5054], [1.2627, 0.4786, -2.3920], [-1.0923, -1.2894, 2.1195], [0.8487, 1.9861, -4.4073], [1.6171, 4.3874, -0.4079], [0.9029, -6.6696, 3.8689], [3.1622, 5.6829, 2.1703], [-1.7629, -1.4533, -5.2635], [1.6143, -2.1265, 3.3229], [-3.7436, 4.7205, -1.4279], [-0.1793, -1.6572, -6.8259], [-3.4747, 4.8573, 2.2704], [2.1380, -2.8907, -1.0589], [-4.9372, 3.2511, 2.4054], [4.1981, -1.1050, -2.7749], [-1.2216, -4.4761, -9.4493], [-1.2292, 0.4950, -5.5776], [-1.1716, -6.0577, 0.4298], [3.8931, -0.6310, 2.5676], [-2.6322, 5.1839, -3.0865], [5.3384, 7.1618, 3.0975], [-0.2631, -0.4097, -4.3143], [-2.4110, -2.8493, -2.3656], [-2.7225, 3.4561, 6.8940], [-0.6876, -0.8530, -1.7754], [4.3448, 7.3986, 3.4830], [-3.5496, 1.8291, -1.3809], [-4.0305, 0.9053, -1.0657], [4.6563, 0.3042, 0.0303], [-0.6298, -6.3155, 3.2521], [-2.6979, -3.7994, -1.9108], [4.2074, 8.8695, 3.7444], [-1.8620, -2.9343, -9.0036], [-0.1328, -4.1988, -7.3622], [-0.1892, -1.1022, 2.7004], [2.5017, -7.0795, 1.4134], [5.5105, -0.2516, 0.4217], [-4.3184, -5.0366, -4.4399], [-0.5971, -0.7657, 3.6552], [-4.4837, 4.6222, 1.9282], [-5.8620, 2.9647, 1.9063], [2.0360, 4.3339, 0.5959], [0.4044, 2.9233, 3.0982], [2.6401, -7.4761, -0.2995], [2.3799, -5.1568, -1.3689], [1.2921, 3.8959, 1.2592], [2.3024, -4.7007, 0.6864], [-1.9487, 4.2225, 8.8476], [-0.7344, -4.6153, -1.6966], [-5.2308, 3.3848, 3.4477], [3.3868, 6.9816, 2.4608], [-2.4672, -6.2274, -0.7136], [-1.7819, 4.2948, 7.7737], [-5.0631, -3.9849, -3.2518], [0.8674, 2.0652, -0.4283], [1.2109, -0.4038, -0.1275], [-0.7221, 1.7231, 2.5800], [-3.4553, 0.3968, -0.2953], [-1.5239, 2.9349, 4.8563], [2.7313, -1.7524, 0.5439], [-3.7602, 3.7487, 7.0529], [0.1329, -2.9843, 0.9814], [-1.0165, -3.6895, 2.9755], [3.7893, -5.3703, 0.0788], [1.9257, 2.9767, -5.4068], [-1.2352, -0.2467, -4.7788], [3.2614, 9.0171, 4.2682], [0.7570, -4.7006, 3.2868], [-0.9691, 1.6522, -2.0445], [-3.3348, 3.5643, -3.1085], [-1.9075, 5.3127, 7.4044], [2.8428, 3.6108, 0.4667], [-4.1137, -4.2380, -3.7281]], "mulliken_charge": [0.38, -0.28, -0.61, 1.85, 0.07, 0.57, -1.49, -1.06, 0.50, -0.25, 0.37, 0.22, -0.37, 0.43, -0.63, 0.33, 0.16, 0.32, -0.58, -0.03, -0.59, -0.37, 0.36, 0.38, 0.05, 0.35, 0.48, 1.20, -0.36, -0.20, -0.30, 0.87, -0.64, 0.12, -0.66, 0.21, 0.45, 0.42, 1.13, 0.57, 0.08, -0.36, 0.45, -0.56, 0.28, 0.32, 0.45, 0.49, -1.10, -0.36, -0.15, 0.20, 0.29, -1.26, -1.38, -0.13, -0.16, -0.30, 0.34, 2.29, 0.31, -0.17, 0.33, -1.27, -0.82, 0.36, -0.12, -1.92, 0.47, -0.30, 0.21, 0.64, -0.62, 0.18, -0.60, 0.14, 0.28, 0.66, -0.19, 0.93, -0.39, -0.61, 0.22, 0.02, -0.86, 0.17, 0.36, 0.51, 0.00, 0.42, 0.36, 0.29, -0.07, 0.04, -0.26, -0.67, -0.21, -0.58, 1.14, -1.26, 0.30, -0.30, -1.19, 0.31, 0.33, -0.92, 0.35, 0.49, 0.27, 0.71, -0.21, 0.28, 0.18, 0.29, 0.41, -0.44, -0.04, -0.89, 0.38, 0.09, 0.39, -0.33, 0.44, -1.06, 0.29, -0.27, 0.70, 0.25, -0.30, 0.60, 0.11, 0.30, -0.55, 0.30, 0.35, 0.41, -0.30, 0.31, -0.42, -0.58, 0.34, 0.28, 0.01, -0.56]}

2.
{"formula": "C29H60BaClN6O7P2S", "method": "the ωB97M-V functional and the def2-TZVPD basis", "homo_ev": -7.73, "homo_lumo_gap_ha": 0.222, "charge": 1, "e_lumo_ev": -1.7, "relative_energy_ev": 0.0000, "fmax_ev_per_a": 0.1, "species": ["H", "C", "H", "C", "H", "H", "Cl", "H", "H", "H", "H", "H", "H", "H", "H", "C", "C", "N", "H", "H", "H", "S", "P", "N", "H", "H", "C", "C", "N", "C", "H", "H", "C", "H", "H", "H", "H", "O", "H", "C", "C", "N", "H", "H", "H", "H", "H", "C", "C", "C", "H", "H", "N", "H", "C", "H", "H", "H", "H", "H", "C", "C", "O", "H", "Ba", "O", "O", "P", "O", "C", "C", "C", "C", "H", "H", "H", "H", "N", "C", "O", "H", "C", "H", "H", "H", "C", "H", "H", "H", "H", "H", "H", "C", "H", "H", "H", "C", "H", "H", "C", "H", "O", "H", "H", "C", "C", "C"], "positions_angstrom": [[3.8723, -2.3659, -1.3749], [2.3839, -2.7267, -2.9144], [0.8728, -0.2749, 4.4427], [2.3863, -1.4045, -3.6740], [-4.1763, -4.0608, -0.6762], [-0.5651, -4.5467, 4.1093], [2.8337, 1.9125, 1.4787], [-5.1127, 1.2083, 3.8811], [-3.2466, -2.2425, 3.4553], [4.3294, 1.0669, -1.7440], [-0.7276, 4.3387, 1.2075], [2.1619, -3.5050, -3.6505], [-1.2554, -6.1611, -2.6594], [-0.9429, 3.6160, -3.5334], [-2.2271, -3.6280, -4.1225], [-4.6429, -0.3893, 1.6702], [-2.7152, 1.0186, 1.7917], [-1.4282, -4.1337, -2.2156], [0.7289, -3.9213, 0.1533], [0.7004, -3.3249, 3.8512], [4.4045, 3.0624, -4.9049], [2.4246, 0.0581, -2.5815], [-1.4802, -3.3852, 1.7584], [-0.6434, 4.0618, -1.4997], [4.3556, 3.1734, -3.1452], [-5.2770, 0.1736, 0.9819], [3.6884, -3.0560, -2.1982], [4.0334, -2.2199, 2.8115], [-3.7742, 0.5012, 2.4277], [-1.4651, 5.2487, -1.3400], [1.6993, -4.8995, 1.2587], [-4.1100, -0.1605, 4.3909], [4.7247, -1.6016, 1.7620], [-2.7552, -5.9033, 3.6888], [1.1523, 1.2912, 3.5357], [2.4779, -2.0936, 4.2573], [-4.6400, -3.4015, -2.2589], [-1.4814, -1.9070, 1.8422], [0.5542, 2.9838, -2.8172], [1.0535, -4.0234, 1.1872], [-4.3579, -3.1415, -1.2327], [-3.1884, -2.2752, -1.1899], [-3.4148, -3.6218, 4.5593], [-4.0342, -1.0916, 1.1003], [4.7344, -0.4999, -2.4634], [-3.8624, -5.7562, 2.3126], [2.9568, 2.5663, -4.0309], [3.2246, 0.2638, 1.9866], [-0.4841, 3.1165, -0.5579], [1.2661, 0.2107, 3.5546], [-1.9730, -5.8191, -1.0862], [-4.5642, -3.4130, 3.2252], [-2.6472, -4.0730, 2.6584], [4.3274, 0.5728, -4.7760], [-1.2720, -3.6531, -3.5859], [3.2323, -1.3244, -4.3597], [5.7027, 1.1950, -3.9073], [-5.2777, -0.9307, 2.3688], [-2.4570, -0.4011, -1.7783], [-3.6352, -1.1196, -2.9093], [-1.0911, 3.3835, 0.8166], [-1.9347, -5.4969, -2.1227], [-0.6341, -1.9294, -1.0889], [3.6495, -4.0631, -1.7817], [0.3798, -0.1304, 0.7400], [0.1308, 2.0751, -0.7703], [2.1706, -0.4611, -1.1920], [-1.6950, -2.9599, -1.0888], [-2.4799, 0.7764, 0.6085], [0.2925, -4.2742, 3.4969], [4.1916, 0.4315, -2.6222], [4.6119, 1.1569, -3.8960], [4.3152, -0.3405, 1.3768], [-2.9308, -5.5988, -2.5668], [-2.4212, 5.1327, -1.8567], [1.5546, -2.7162, -2.2048], [1.4717, -1.2980, -4.2591], [-0.0946, -4.2061, 2.0832], [2.9585, -1.6133, 3.4129], [-1.7536, -3.8718, 0.2302], [4.5371, -3.0206, -2.8861], [-0.1264, 3.8288, -2.8391], [-1.6585, 5.4667, -0.2951], [-5.2046, -2.6311, -0.7686], [-1.2670, 1.3583, 3.3641], [2.4587, -0.3275, 3.0276], [0.4018, 4.7187, -3.1822], [-2.1779, 3.4410, 0.7080], [-0.5936, -4.3167, -4.1242], [-2.1275, -6.0091, 2.0406], [-0.9452, 6.1053, -1.7686], [5.5764, -2.0743, 1.2933], [-1.7518, 1.9267, 2.5660], [1.0546, -5.0452, 3.6102], [-3.4090, 1.4491, 4.2710], [4.8409, 0.2011, 0.6011], [-4.1173, 0.7660, 3.8138], [-4.1632, -0.4333, -1.3575], [-2.2769, 2.7781, 3.0095], [4.0475, 2.5702, -4.0010], [1.6521, -3.1505, 1.4711], [-0.7211, 2.3539, 1.7069], [4.3630, -3.1869, 3.1745], [-0.8384, -2.6536, -3.5838], [-3.3668, -0.9879, -1.8552], [-3.5184, -3.2928, 3.5217], [-2.8600, -5.5124, 2.6732]], "mulliken_charge": [0.06, 0.54, 0.20, -1.23, 0.26, 0.34, -0.04, 0.38, -0.13, 0.31, 0.55, 0.58, 0.41, 0.34, 0.29, -0.92, 1.02, 0.54, -0.08, 0.09, 0.41, 0.55, -1.47, 0.16, 0.32, 0.38, -1.25, -0.88, 0.10, -1.03, 0.48, 0.28, -0.70, 0.40, 0.53, 0.60, 0.28, 0.36, -0.02, -0.22, -1.05, 1.20, 0.32, 0.02, 0.53, 0.34, 0.22, 0.74, 0.38, -1.51, 0.15, 0.27, 0.63, 0.23, -0.93, 0.48, 0.39, 0.40, 0.14, 0.29, -1.35, -0.94, -0.03, 0.44, 0.65, 0.08, -0.16, -0.89, -0.29, -0.80, -0.75, -0.37, -0.51, 0.28, 0.32, -0.47, 0.42, 0.44, -0.51, 0.35, 0.35, -0.78, 0.39, 0.35, 0.33, 0.17, 0.36, 0.62, 0.35, 0.31, 0.35, 0.44, -1.32, 0.39, 0.42, 0.40, -1.06, 0.26, 0.54, -1.16, -0.15, -0.20, 0.39, 0.16, -0.98, -0.64, -1.22]}